(1)
Density functional theory data (ωB97M-V/def2-TZVPD) for 2 unconnected molecules or ions with the total composition C7H18O.

Properties
Gap between HOMO and LUMO in eV: 11.05
DFT total energy in hartree: -352.69949
Net charge: 0
HOMO level in eV: -10.22
ΔE to the lowest compared entry with this formula, charge and spin in kcal/mol: 20.7

Element x y z (Å)
C1 -0.359 0.516 -2.383
C2 -0.365 -0.199 -1.008
C3 -1.721 1.185 -2.639
C4 0.814 1.426 -2.617
H1 -0.266 -0.331 -3.072
H2 -1.242 -0.099 -0.354
H3 -2.426 1.243 -1.800
H4 -1.568 2.266 -2.779
H5 -2.306 0.718 -3.431
H6 0.939 1.840 -3.620
H7 0.900 2.376 -2.074
H8 0.456 0.108 -0.360
H9 -0.334 -1.275 -1.146
H10 1.761 0.870 -2.546
C5 0.189 -0.574 2.419
C6 1.686 -0.406 2.096
C7 -0.265 -2.021 2.424
O1 0.142 -0.029 3.745
H11 -0.380 0.044 1.725
H12 1.946 0.630 2.263
H13 0.478 -2.748 2.091
H14 -0.499 -2.302 3.446
H15 -1.214 -2.175 1.899
H16 -0.608 0.587 3.910
H17 1.986 -0.591 1.057
H18 2.256 -1.059 2.755



(2)
Density functional theory data (ωB97M-V/def2-TZVPD) for a gas-phase ion, C3H5O3 (charge +1).

Properties
2S+1: 3
Gap between HOMO and LUMO (spin up / spin down) in eV: 8.06 / 8.46
DFT total energy in hartree: -342.37603
Net charge: +1
HOMO level (spin up / spin down) in eV: -13.06 / -18.24
ΔE to the lowest compared entry with this formula, charge and spin in kcal/mol: 98.2

Element x y z (Å)
C1 -1.225 0.345 -1.007
C2 -1.009 -0.941 -0.275
C3 0.206 -0.628 0.568
O1 -2.248 -0.899 0.500
O2 -2.603 0.413 0.601
O3 -2.174 1.025 -0.605
H1 -0.678 0.787 -1.826
H2 -0.997 -1.877 -0.795
H3 1.107 -0.865 -0.104
H4 0.103 -1.161 1.542
H5 0.023 0.414 0.872



- Which of these has the highest DFT total energy?
  C3H5O3